Record 1
# C22H29BaN8O2

A molecular structure, C22H29BaN8O2 (wB97M-V/def2-TZVPD, the Open Molecules 2025 dataset).

Energy relative to the best compared isomer or geometry (same formula, charge and spin) ... 0.3 kcal/mol
Strongest force on any atom ... 0.6 eV/A
Orbital gap ... 9.1 eV

Geometry as ORCA input:
```
! wB97M-V def2-TZVPD RIJCOSX def2/J DEFGRID3
* xyz 1 1
Ba 0.0099 1.0352 -0.7780
N -1.1506 2.4804 -3.0045
C -0.1337 2.8453 -4.0008
C 1.0975 3.4228 -3.3281
N 1.8682 2.4581 -2.5187
C 2.6258 1.5323 -3.3804
C 2.5982 0.0813 -2.9248
N 1.2370 -0.4719 -3.0295
C 2.7642 3.2244 -1.6342
C 3.5100 2.4019 -0.6022
N 2.5703 1.7774 0.3430
H -1.9782 2.1370 -3.4797
H -1.4432 3.3122 -2.4884
H -0.4916 3.5967 -4.7120
H 0.1107 1.9546 -4.5841
H 0.7636 4.2209 -2.6595
H 1.7466 3.8947 -4.0788
H 3.6650 1.8691 -3.4779
H 2.2080 1.5727 -4.3893
H 2.9084 0.0113 -1.8786
H 3.3256 -0.4837 -3.5162
H 1.2530 -1.4649 -2.8197
H 0.9130 -0.3920 -3.9881
H 2.1484 3.9550 -1.1022
H 3.4907 3.7907 -2.2351
H 4.2209 3.0670 -0.1030
H 4.1027 1.6165 -1.0742
H 2.0982 2.5068 0.8761
H 3.0814 1.2196 1.0181
O -1.7305 4.3608 -0.4782
C -1.5203 3.4456 0.3164
O -0.3865 2.9924 0.6896
C -2.7148 2.6226 0.7834
C -3.8279 3.2001 1.3705
C -4.8862 2.3802 1.7246
C -4.8112 1.0246 1.4420
C -3.6715 0.5437 0.8212
N -2.6276 1.3118 0.5042
H -3.8485 4.2682 1.5331
H -5.7643 2.7923 2.2041
H -5.6223 0.3548 1.6895
H -3.5992 -0.5086 0.5649
N -2.2910 -7.5588 6.3362
C -1.8412 -6.8399 5.5623
C -1.2779 -5.9382 4.5941
C 0.0080 -5.4356 4.7794
C 0.5436 -4.5597 3.8507
C -0.2070 -4.2073 2.7397
C -1.4828 -4.7101 2.5390
C -2.0244 -5.5744 3.4761
N 0.3461 -3.3024 1.7829
C 1.5861 -3.3854 1.1916
C 1.6728 -2.3103 0.3642
N 0.5247 -1.5508 0.4503
C -0.2442 -2.1822 1.3086
H 0.5787 -5.7200 5.6520
H 1.5333 -4.1499 4.0010
H -2.0493 -4.4460 1.6563
H -3.0173 -5.9784 3.3379
H 2.2598 -4.1984 1.3976
H 2.4956 -2.0384 -0.2765
H -1.2230 -1.8737 1.6421
*
```

Listed below, in e, are the Mulliken charges computed for each atom: 1.825, -0.391, -0.713, -0.834, 0.381, -1.209, -0.405, -0.411, -0.741, -1.044, -0.461, 0.203, 0.144, 0.450, 0.293, 0.580, 0.318, 0.329, 0.499, 0.085, 0.476, 0.216, 0.204, 0.509, 0.345, 0.470, 0.336, 0.233, 0.228, -0.695, -0.133, -0.831, 0.929, -0.705, -0.197, -0.741, -0.303, 0.042, 0.431, 0.430, 0.384, 0.462, -0.446, -0.006, 0.437, -0.720, -0.374, 0.341, -0.287, -0.685, 0.205, -0.593, -0.802, 0.257, -0.719, 0.448, 0.503, 0.511, 0.449, 0.478, 0.441, 0.574

Record 2
# C22H29ClINO7S

2 unconnected molecules or ions with the total composition C22H29ClINO7S (wB97M-V/def2-TZVPD, the Open Molecules 2025 dataset).

Structure (SMILES) ... CCCc1c(C[C@H](C)Cl)c(C)c2c(c1CC(=O)I)C(=O)N(CCC)C2=O.O=S1(=O)OCCO1
Strongest force on any atom ... 9.2 eV/A
Orbital gap ... 7.4 eV

Geometry as ORCA input:
```
! wB97M-V def2-TZVPD RIJCOSX def2/J DEFGRID3
* xyz 0 1
C -4.1147 -1.9541 2.1441
C -4.6111 -0.8305 3.2308
C -3.3696 0.1229 3.8136
C -2.2642 0.4110 2.6291
C -2.6621 1.5022 1.4678
C -4.0689 2.3684 1.4147
C -3.6489 3.9674 1.6387
C -3.9432 4.4997 3.1760
Cl -4.4913 5.0618 0.3588
C -1.5889 1.7885 0.2261
C -1.8611 2.8191 -1.0198
C -0.1679 0.9719 0.2897
C 0.2257 -0.1184 1.4518
C -0.8142 -0.4207 2.6831
C -0.4184 -1.4731 3.8805
C -0.0770 -0.5301 5.2187
O -0.6321 0.6871 5.4167
I 1.3234 -1.1931 6.8107
C 1.7213 -0.7058 1.0976
O 2.5259 -1.5319 1.8158
N 1.9981 -0.0340 -0.2291
C 2.9289 -0.7262 -1.2000
C 2.2026 -1.7601 -2.2449
C 1.3108 -1.0399 -3.4234
C 1.0995 1.0618 -0.7587
O 1.3155 1.8359 -1.8251
H -3.3602 -2.7574 2.5959
H -5.0694 -2.5828 1.8184
H -3.6829 -1.4991 1.1372
H -5.0098 -1.4383 4.1775
H -5.5127 -0.1814 2.8634
H -2.9274 -0.3942 4.7669
H -3.9005 1.1282 4.1588
H -4.5818 2.2082 0.3691
H -4.8223 2.0610 2.2563
H -2.4825 4.1379 1.4558
H -3.5476 5.6132 3.2464
H -5.0659 4.3878 3.4909
H -3.2208 3.8672 3.8803
H -1.2212 2.6084 -1.9824
H -3.0046 2.7683 -1.3504
H -1.7173 3.9188 -0.5911
H -1.3287 -2.1946 4.1533
H 0.5310 -2.1256 3.6735
H 3.4382 0.1330 -1.8527
H 3.7675 -1.3057 -0.5853
H 1.5334 -2.5564 -1.6709
H 3.0751 -2.3470 -2.8101
H 1.6894 0.0302 -3.7369
H 0.1979 -0.8751 -3.0240
H 1.2056 -1.7906 -4.3308
O 5.9239 -4.8504 -5.3383
S 5.4112 -3.5701 -4.9034
O 4.3092 -3.4363 -3.9792
O 5.0902 -2.6746 -6.2273
C 5.8504 -1.4683 -6.1813
C 7.1047 -1.8070 -5.3803
O 6.6620 -2.6836 -4.3466
H 5.2509 -0.7071 -5.6717
H 6.0862 -1.1274 -7.1930
H 7.5802 -0.9196 -4.9559
H 7.8305 -2.3496 -5.9952
*
```

Listed below, in e, are the Mulliken charges computed for each atom: -0.810, -0.420, -0.821, 0.283, 0.392, -0.605, 0.104, -0.987, -0.212, 0.511, -0.764, -0.451, -0.015, 0.468, -0.666, 0.201, -0.444, 0.032, 0.325, -0.629, 0.263, -0.828, 0.150, -0.885, 0.081, -0.590, 0.177, 0.337, 0.176, 0.321, 0.261, 0.325, 0.156, 0.362, 0.078, 0.238, 0.346, 0.292, 0.221, 0.371, 0.273, 0.184, 0.225, 0.490, 0.277, 0.298, 0.256, 0.017, 0.198, 0.233, 0.315, -0.565, 1.067, -0.557, -0.303, -0.298, -0.323, -0.301, 0.265, 0.307, 0.316, 0.283

Record 3
# C22H29F2N3O2

A single C22H29F2N3O2 molecule (wB97M-V/def2-TZVPD, the Open Molecules 2025 dataset).

Energy relative to the best compared isomer or geometry (same formula, charge and spin) ... 0.0 kcal/mol
Structure (SMILES) ... O=C(c1cc(F)ccc1F)N1CCC(N2CCC(C(=O)N3CCCC3)CC2)CC1
Strongest force on any atom ... 0.6 eV/A
Orbital gap ... 8.9 eV

Geometry as ORCA input:
```
! wB97M-V def2-TZVPD RIJCOSX def2/J DEFGRID3
* xyz 0 1
O -5.0161 -2.3890 -1.1226
C -4.7156 -1.4442 -0.4189
C -5.7744 -0.4532 -0.0035
C -6.7568 -0.8229 0.9044
C -7.7830 0.0601 1.1887
F -8.7203 -0.2995 2.0858
C -7.8777 1.3014 0.5840
C -6.9106 1.6689 -0.3341
C -5.8785 0.7918 -0.6146
F -4.9364 1.1689 -1.5027
N -3.4729 -1.2263 0.0464
C -3.0552 -0.1305 0.8847
C -2.0278 0.7317 0.1525
C -0.8159 -0.1114 -0.2812
N 0.1303 0.7733 -0.9605
C 0.9656 1.5320 -0.0486
C 2.1255 0.7249 0.5512
C 2.9951 0.1281 -0.5622
C 4.0193 -0.7959 0.0854
O 3.7378 -1.9369 0.4092
N 5.2427 -0.2853 0.3283
C 5.7254 1.0556 0.0563
C 7.1841 1.0349 0.5194
C 7.1871 -0.0307 1.6131
C 6.2342 -1.0739 1.0449
C 2.1007 -0.6642 -1.5175
C 0.9561 0.2235 -2.0180
C -1.3427 -1.2533 -1.1543
C -2.3796 -2.0700 -0.3831
H -6.7242 -1.7898 1.3807
H -8.6967 1.9585 0.8277
H -6.9483 2.6231 -0.8348
H -3.9198 0.4663 1.1793
H -2.6007 -0.5473 1.7935
H -2.4781 1.1687 -0.7389
H -1.7191 1.5453 0.8080
H -0.3627 -0.5620 0.6196
H 1.3738 2.3771 -0.6134
H 0.3494 1.9366 0.7556
H 2.7211 1.3717 1.1989
H 1.7360 -0.0923 1.1618
H 3.4841 0.9355 -1.1128
H 5.1469 1.7931 0.6257
H 5.6466 1.2995 -1.0070
H 7.8314 0.7238 -0.3010
H 7.5147 2.0093 0.8730
H 6.7866 0.3801 2.5407
H 8.1781 -0.4341 1.8066
H 6.7489 -1.7455 0.3481
H 5.7362 -1.6834 1.8005
H 1.7131 -1.5344 -0.9860
H 2.6876 -1.0227 -2.3653
H 1.3841 1.0813 -2.5502
H 0.3321 -0.3178 -2.7270
H -0.5379 -1.9249 -1.4505
H -1.8099 -0.8401 -2.0495
H -2.7973 -2.8560 -1.0147
H -1.9164 -2.5274 0.4992
*
```

Listed below, in e, are the Mulliken charges computed for each atom: -0.661, 0.505, 0.030, -0.284, 0.056, -0.325, -0.488, -0.611, 0.737, -0.342, 0.184, -1.021, -0.706, 0.582, 0.197, -1.120, -0.610, 0.539, -0.111, -0.722, 0.185, -0.426, -0.643, -0.629, -0.614, -0.733, -1.281, -0.521, -1.536, 0.508, 0.442, 0.447, 0.486, 0.402, 0.108, 0.467, -0.119, 0.526, 0.378, 0.447, 0.206, 0.315, 0.225, 0.288, 0.303, 0.375, 0.288, 0.365, 0.258, 0.332, 0.196, 0.518, 0.557, 0.468, 0.401, 0.335, 0.484, 0.360

Record 4
# C22H29F4MoN4S3

A molecular structure, C22H29F4MoN4S3 (wB97M-V/def2-TZVPD, the Open Molecules 2025 dataset).

Strongest force on any atom ... 1.1 eV/A
Orbital gap (spin up / spin down) ... 6.1 / 6.4 eV

Geometry as ORCA input:
```
! wB97M-V def2-TZVPD RIJCOSX def2/J DEFGRID3
* xyz 1 3
Mo 0.7380 0.5613 0.4521
C 0.7822 1.5147 -2.9949
C -0.0607 2.5483 -2.2695
N -0.4502 2.2322 -0.8504
C -1.9102 1.9736 -0.7900
C -2.3156 0.6450 -1.4040
C -0.1557 3.4234 -0.0203
C -0.3455 3.1468 1.4758
N -0.2507 1.7131 1.7076
C -0.7806 1.1918 2.8720
C -1.2652 -0.1167 2.8521
F -1.2031 -0.7743 1.6622
C -1.8298 -0.7351 3.9439
F -2.2835 -1.9866 3.8235
C -1.9385 -0.0649 5.1447
C -1.4544 1.2282 5.2032
F -1.5247 1.9003 6.3499
C -0.8838 1.8472 4.1047
F -0.3939 3.0845 4.2436
H 0.8088 1.7591 -4.0595
H 0.3676 0.5205 -2.8898
H 1.8065 1.5130 -2.6364
H -0.9781 2.7108 -2.8405
H 0.4801 3.4947 -2.2701
H -2.4371 2.7906 -1.2955
H -2.2138 1.9752 0.2553
H -2.0880 0.6005 -2.4689
H -3.3884 0.5008 -1.2760
H -1.7969 -0.1735 -0.9014
H -0.7924 4.2620 -0.3221
H 0.8790 3.6984 -0.2073
H -1.3148 3.5156 1.8221
H 0.4264 3.6899 2.0250
H -2.3794 -0.5321 6.0128
C 4.7419 -0.4998 2.7923
C 3.7066 0.1002 1.8829
S 2.0664 -0.3724 2.2109
C 3.9905 0.9683 0.8951
C 5.3640 1.4387 0.5052
S 2.7063 1.6455 -0.0747
H 4.2848 -0.8099 3.7299
H 5.5371 0.2114 3.0116
H 5.1948 -1.3803 2.3315
H 6.0468 1.4298 1.3529
H 5.3148 2.4504 0.1041
H 5.7814 0.7924 -0.2703
C -2.1948 -5.6184 -1.3483
C -1.6423 -4.3360 -1.8644
C -1.9364 -3.8137 -3.0927
C -1.3600 -2.5843 -3.4541
N -0.5645 -1.9244 -2.6167
C -0.2543 -2.4401 -1.4404
S 0.8933 -1.7760 -0.3481
N -0.8004 -3.6373 -1.0677
C -1.6017 -1.9596 -4.7838
H -2.7288 -6.1438 -2.1345
H -2.8888 -5.4236 -0.5281
H -1.4019 -6.2630 -0.9664
H -2.5878 -4.3430 -3.7718
H -0.5189 -4.0132 -0.1704
H -1.9135 -2.6976 -5.5198
H -0.6987 -1.4525 -5.1166
H -2.3897 -1.2063 -4.7016
*
```

Listed below, in e, are the Mulliken charges computed for each atom: 0.023, -0.862, -0.816, 0.814, -0.659, -1.071, -1.179, -1.029, 0.641, -0.381, 0.595, -0.039, -0.264, -0.298, -0.478, 0.137, -0.296, 0.496, -0.296, 0.478, 0.015, 0.226, 0.396, 0.439, 0.470, 0.331, 0.268, 0.471, 0.010, 0.385, 0.566, 0.535, 0.440, 0.517, -1.549, 0.791, -0.098, 0.490, -1.474, -0.420, 0.424, 0.381, 0.288, 0.361, 0.418, 0.287, -1.425, 0.848, -0.967, 0.939, -0.102, -0.078, -0.287, 0.018, -1.330, 0.366, 0.338, 0.399, 0.423, 0.315, 0.447, 0.346, 0.269

- Which formula does entry 1 have?
  C22H29BaN8O2